# 1
Formula: C26H20Br2CoNO3PS3
Source: OMol25
Level of theory: the ωB97M-V functional and the def2-TZVPD basis

Positions of all 57 atoms, in Å:
Br (3.010, 1.449, -2.578)
Br (1.649, -1.268, -3.467)
Co (0.922, 1.223, -0.442)
S (-1.051, 4.930, -1.424)
S (-0.189, 3.164, 0.919)
S (2.899, -0.297, 0.402)
P (-0.099, -0.414, 1.020)
O (1.850, -0.688, -0.598)
O (2.609, 1.124, 0.710)
O (4.223, -0.598, -0.037)
N (-0.169, 2.489, -1.593)
C (-0.473, -3.006, -0.005)
C (-0.927, 4.856, -4.236)
C (-2.739, -2.238, -1.426)
C (1.551, -2.834, 3.881)
C (-0.345, 2.903, -2.884)
C (-0.699, 0.920, 3.310)
C (-2.570, -0.338, 2.446)
C (-0.216, 2.785, -5.262)
C (-0.094, 2.162, -4.040)
C (0.637, -2.132, 3.111)
C (-2.040, -1.299, -0.693)
C (-0.791, 4.244, -3.000)
C (1.090, -1.326, 2.066)
C (-1.174, -3.939, -0.747)
C (3.297, -0.430, -2.997)
C (-2.751, 0.828, 4.541)
C (2.453, -1.245, 1.831)
C (-1.255, 0.096, 2.332)
C (-2.312, -3.559, -1.443)
C (3.372, -1.916, 2.610)
C (2.914, -2.718, 3.647)
C (-3.309, 0.021, 3.562)
C (-0.617, 4.121, -5.361)
C (-1.444, 1.276, 4.416)
C (-0.476, 3.446, -0.722)
C (-0.926, -1.691, 0.050)
H (-0.834, -4.964, -0.786)
H (-2.344, -0.260, -0.678)
H (0.418, -3.297, 0.532)
H (0.323, 1.261, 3.196)
H (1.192, -3.488, 4.663)
H (-4.323, -0.333, 3.669)
H (-2.857, -4.289, -2.018)
H (3.619, -3.260, 4.259)
H (-3.003, -0.970, 1.683)
H (-0.423, -2.219, 3.306)
H (4.423, -1.803, 2.393)
H (3.964, -0.484, -3.855)
H (-3.611, -1.945, -1.990)
H (-1.012, 1.903, 5.179)
H (-0.680, 4.590, -6.329)
H (3.698, -0.904, -2.103)
H (0.200, 1.128, -3.964)
H (-3.328, 1.105, 5.409)
H (0.015, 2.239, -6.161)
H (-1.241, 5.886, -4.303)

Calculated total energy ... -254420.4574 eV
Net charge ... +1
Maximum force ... 1.05 eV/Å
Expectation value of S² ... 6.0427
Frontier orbital gap (spin up / spin down) ... 8.04 / 4.97 eV
2S+1 ... 5
E_HOMO (spin up / spin down) ... -11.1 / -11.5 eV
ΔE to the lowest compared entry with this formula, charge and spin ... 0.735 eV

# 2
Formula: C57H76BF8O33
Source: OMol25
Level of theory: the ωB97M-V functional and the def2-TZVPD basis

Positions of all 175 atoms, in Å:
F (4.800, 13.076, -12.147)
F (4.724, 13.976, -14.818)
F (0.493, 11.668, -15.430)
F (0.653, 13.723, -14.695)
F (4.970, 11.008, -12.872)
F (1.060, 12.751, -18.073)
F (1.030, 14.708, -17.118)
F (5.052, 11.887, -15.450)
O (-5.327, 13.823, -15.625)
O (-5.553, 15.937, -19.632)
O (-3.615, 13.069, -16.995)
O (-11.096, 9.269, -23.486)
O (-9.989, 17.337, -21.773)
O (-5.991, 13.000, -17.856)
O (2.405, 12.700, -15.684)
O (-0.309, 8.538, -12.157)
O (-4.873, 15.034, -17.686)
O (-1.655, 7.530, -10.679)
O (-2.044, 16.158, -19.737)
O (-8.302, 12.501, -12.065)
O (-10.371, 13.586, -18.928)
O (-7.704, 20.559, -17.974)
O (-1.239, 19.790, -15.399)
O (-3.042, 9.924, -19.152)
O (-3.188, 7.716, -19.160)
O (-1.364, 17.799, -16.343)
O (-8.924, 13.458, -24.030)
O (-9.564, 14.140, -16.924)
O (-6.890, 13.353, -19.888)
O (-4.448, 13.240, -13.662)
O (-7.000, 11.234, -13.396)
O (-1.480, 14.161, -19.022)
O (-5.509, 20.866, -17.990)
O (-8.976, 19.157, -20.783)
O (-7.041, 16.523, -11.235)
O (-4.800, 9.272, -22.249)
O (-11.647, 11.173, -22.444)
O (-8.727, 15.495, -12.270)
O (-4.585, 11.499, -21.958)
O (-2.245, 12.218, -15.434)
O (-7.626, 14.918, -25.061)
C (-6.493, 13.297, -23.761)
C (-2.617, 16.736, -20.934)
C (-1.868, 9.467, -13.646)
C (-2.510, 8.691, -19.330)
C (-8.917, 18.117, -21.347)
C (-6.353, 8.755, -20.501)
C (-3.233, 12.807, -15.759)
C (-4.392, 13.315, -14.854)
C (3.010, 12.365, -14.465)
C (-0.708, 10.142, -19.100)
C (-1.890, 16.484, -16.043)
C (-1.569, 16.369, -14.547)
C (-5.499, 8.175, -21.640)
C (-11.000, 12.119, -21.627)
C (-9.744, 13.277, -17.952)
C (-10.768, 10.201, -22.805)
C (-9.373, 10.529, -22.294)
C (0.579, 13.425, -17.023)
C (-9.110, 11.915, -17.674)
C (-2.574, 15.591, -21.942)
C (1.028, 12.883, -15.661)
C (-8.947, 12.037, -16.130)
C (-6.590, 20.094, -18.006)
C (-6.237, 15.258, -25.144)
C (-5.828, 10.409, -13.210)
C (-5.691, 16.923, -11.522)
C (-8.867, 13.543, -15.854)
C (-7.667, 16.042, -12.329)
C (-2.798, 14.343, -21.070)
C (-8.125, 16.025, -21.438)
C (5.202, 12.301, -13.171)
C (-1.443, 18.610, -15.278)
C (-5.575, 14.459, -24.039)
C (-7.695, 17.392, -21.879)
C (-7.431, 11.701, -12.156)
C (-2.094, 14.820, -19.824)
C (-6.859, 16.334, -13.567)
C (-2.642, 8.853, -12.479)
C (-1.069, 8.820, -19.717)
C (4.503, 12.701, -14.502)
C (-6.212, 13.702, -18.972)
C (-5.977, 10.224, -20.437)
C (-6.575, 11.091, -11.069)
C (-5.305, 10.777, -11.829)
C (-4.302, 20.110, -18.000)
C (-1.732, 17.797, -14.050)
C (-9.751, 11.384, -21.105)
C (-4.719, 18.685, -17.610)
C (-7.814, 13.817, -24.326)
C (-2.001, 10.936, -19.270)
C (-1.507, 8.233, -11.635)
C (-0.436, 9.584, -13.157)
C (-9.517, 15.971, -22.014)
C (-6.154, 18.674, -18.207)
C (-5.467, 15.045, -18.824)
C (-5.475, 16.525, -12.987)
C (-5.041, 10.452, -21.610)
B (-4.962, 13.690, -17.047)
H (-11.458, 12.400, -20.676)
H (-6.320, 12.344, -24.271)
H (-10.131, 15.213, -21.528)
H (-6.075, 7.557, -22.328)
H (-8.736, 9.661, -22.164)
H (0.306, 9.419, -13.934)
H (-1.403, 15.724, -16.653)
H (-7.990, 11.569, -15.884)
H (-8.134, 11.952, -18.153)
H (-8.094, 15.798, -20.373)
H (-5.358, 10.340, -19.548)
H (-4.730, 7.509, -21.247)
H (-0.496, 7.975, -19.346)
H (-3.868, 20.055, -19.004)
H (-3.296, 8.023, -12.742)
H (-6.463, 11.768, -10.224)
H (-9.689, 11.030, -17.908)
H (-7.682, 17.433, -22.972)
H (-5.015, 16.575, -10.742)
H (-5.508, 15.142, -23.185)
H (-3.633, 17.088, -20.754)
H (-4.028, 17.986, -18.079)
H (-5.677, 18.012, -11.395)
H (-6.501, 13.025, -22.707)
H (-3.532, 20.543, -17.364)
H (-4.789, 9.894, -11.439)
H (-1.039, 17.977, -13.231)
H (-10.798, 13.036, -22.184)
H (-4.980, 17.321, -13.550)
H (-5.083, 10.766, -13.920)
H (-6.799, 17.893, -21.517)
H (-2.168, 15.581, -14.086)
H (-6.671, 17.851, -17.720)
H (-4.681, 18.609, -16.522)
H (-0.487, 10.048, -18.036)
H (-4.857, 15.633, -13.086)
H (-2.928, 16.520, -16.384)
H (2.559, 13.017, -13.709)
H (-7.258, 17.219, -14.061)
H (-2.321, 13.500, -21.556)
H (-8.960, 11.188, -23.067)
H (-9.353, 13.773, -14.905)
H (-6.130, 8.165, -19.612)
H (-2.108, 17.595, -21.370)
H (-7.513, 15.214, -21.851)
H (-5.990, 16.316, -25.108)
H (-2.114, 11.679, -18.477)
H (-1.595, 15.500, -22.415)
H (-3.327, 15.636, -22.726)
H (6.270, 12.447, -13.373)
H (-6.827, 10.897, -20.507)
H (0.115, 10.661, -19.590)
H (-9.557, 15.769, -23.086)
H (-10.051, 10.736, -20.277)
H (-2.254, 10.479, -13.793)
H (-1.130, 8.911, -20.806)
H (-7.817, 13.843, -15.811)
H (-4.579, 11.587, -11.759)
H (-2.749, 18.008, -13.710)
H (-3.851, 14.213, -20.821)
H (-1.886, 8.989, -14.623)
H (-5.906, 14.871, -26.115)
H (-6.832, 15.496, -14.260)
H (-0.194, 10.562, -12.738)
H (-8.910, 12.000, -20.786)
H (-6.104, 9.357, -13.238)
H (-0.511, 13.484, -17.031)
H (-3.209, 9.540, -11.855)
H (-7.003, 10.186, -10.631)
H (-7.412, 8.562, -20.680)
H (-4.527, 14.236, -24.247)
H (2.947, 11.326, -14.136)
H (-1.975, 11.635, -20.109)
H (-9.688, 11.501, -15.541)
H (-6.122, 18.471, -19.278)
H (-0.521, 16.138, -14.352)

Calculated total energy ... -150336.5397 eV
Net charge ... -1
Maximum force ... 2.67 eV/Å
Frontier orbital gap ... 9.74 eV
E_HOMO ... -8.1 eV

# 3
Formula: C4H11NO
Source: OMol25
Level of theory: the ωB97M-V functional and the def2-TZVPD basis

Positions of all 17 atoms, in Å:
O (1.202, -1.441, -0.454)
N (-0.199, -0.149, 1.077)
C (-0.694, 0.812, 0.087)
C (-1.716, 0.039, -0.782)
C (0.932, -1.107, 0.856)
C (0.326, 1.755, -0.677)
H (-1.654, 0.329, -1.807)
H (1.316, 1.749, -0.218)
H (0.073, 2.791, -0.603)
H (-1.367, 1.427, 0.691)
H (1.818, -0.517, 1.182)
H (0.839, -1.864, 1.611)
H (0.583, 1.642, -1.742)
H (-0.197, 0.114, 2.086)
H (-1.490, -1.027, -0.681)
H (1.418, -0.582, -0.846)
H (-2.704, -0.015, -0.331)

Calculated total energy ... -7854.2078 eV
Net charge ... +1
Maximum force ... 2.45 eV/Å
Expectation value of S² ... 0.7548
Frontier orbital gap (spin up / spin down) ... 12.56 / 8.27 eV
2S+1 ... 2
E_HOMO (spin up / spin down) ... -15.9 / -16.1 eV
ΔE to the lowest compared entry with this formula, charge and spin ... 2.134 eV

# 4
Formula: C6H12NO
Source: OMol25
Level of theory: the ωB97M-V functional and the def2-TZVPD basis

Positions of all 20 atoms, in Å:
O (-1.244, -2.588, 2.291)
N (-0.599, 0.670, -2.718)
C (1.048, -0.033, 0.696)
C (0.041, 2.030, -0.326)
C (0.474, 0.581, -0.540)
C (-0.009, -0.573, 1.663)
C (-0.419, -2.188, 1.366)
C (0.087, -0.004, -1.696)
H (0.184, -1.149, -1.873)
H (0.626, -2.593, 1.261)
H (-0.982, 0.048, -3.453)
H (1.921, -0.777, 0.465)
H (-1.165, 1.422, -2.626)
H (0.745, 2.818, -0.603)
H (1.647, 0.825, 1.299)
H (-0.969, -0.107, 1.744)
H (0.505, -0.809, 2.706)
H (-0.821, -2.003, 0.364)
H (-0.118, 2.248, 0.740)
H (-0.953, 2.182, -0.761)

Calculated total energy ... -9950.1913 eV
Maximum force ... 5.00 eV/Å
Expectation value of S² ... 0.7581
Frontier orbital gap (spin up / spin down) ... 8.98 / 6.74 eV
2S+1 ... 2
E_HOMO (spin up / spin down) ... -8.1 / -8.1 eV
ΔE to the lowest compared entry with this formula, charge and spin ... 1.658 eV

- Which value of calculated total energy does entry 2 give?
  -150336.5397 eV

- Among the records above, which one has the highest maximum force?
  C6H12NO